{"formula": "C19H28NNiO2P2", "method": "ωB97M-V/def2-TZVPD", "homo_ev": [-7.497, -10.997], "spin_multiplicity": 3, "molar_mass_g_mol": 423.079, "e_tot_ev": -85351.561, "s_squared": 2.03, "charge": 1, "symbols": ["Ni", "P", "C", "C", "N", "C", "C", "C", "C", "C", "P", "H", "H", "H", "H", "H", "H", "H", "H", "O", "H", "H", "O", "H", "C", "H", "H", "H", "C", "H", "H", "H", "C", "H", "H", "H", "C", "H", "H", "H", "C", "C", "C", "C", "C", "C", "C", "C", "H", "H", "H", "H", "H"], "xyz": [[0.28624, 0.48866, -0.22594], [-2.14317, 0.57581, -0.24456], [-1.97737, 0.61616, -2.13101], [-0.77233, 1.38848, -2.60034], [0.37906, 1.16701, -1.91068], [1.59899, 1.43689, -2.43608], [1.69250, 2.08719, -3.63834], [0.53048, 2.40261, -4.34455], [-0.70572, 2.03284, -3.81271], [2.76286, 0.95379, -1.61544], [2.29670, -0.53580, -0.61675], [-1.64703, 2.18170, -4.36883], [2.67642, 2.35676, -4.01329], [0.57965, 2.91186, -5.29033], [3.62403, 0.71810, -2.24394], [3.10587, 1.72802, -0.91764], [-1.89909, -0.34749, -2.61268], [-2.89135, 1.08138, -2.54135], [-0.85617, -2.09415, -2.45215], [-1.46510, -1.65982, -3.25987], [-2.29957, -1.90618, -3.64528], [0.91459, -1.39705, -0.68814], [-0.10980, -2.43250, -1.40330], [-0.18626, -3.38848, -1.32337], [2.93849, -1.89739, -1.56983], [3.90854, -1.66594, -2.01335], [3.02576, -2.77708, -0.92592], [2.21278, -2.13641, -2.35167], [3.13676, -0.48002, 0.97064], [2.89412, -1.39716, 1.51216], [4.21910, -0.41695, 0.83872], [2.79089, 0.37719, 1.55367], [-3.36884, 1.82462, 0.17752], [-4.29466, 1.68724, -0.38049], [-3.57150, 1.75894, 1.25012], [-2.96394, 2.81474, -0.03475], [-2.88807, -1.03345, 0.02700], [-2.97015, -1.17822, 1.10498], [-3.88097, -1.07955, -0.42608], [-2.23786, -1.80342, -0.39283], [-0.97709, 0.81467, 1.13110], [-0.66804, 1.06035, 2.29291], [-0.40108, 1.40491, 3.63571], [-1.36127, 2.13540, 4.38599], [-1.11467, 2.49648, 5.69699], [0.10156, 2.13999, 6.30761], [1.06139, 1.41505, 5.57898], [0.81268, 1.04771, 4.28112], [-2.29960, 2.40688, 3.90912], [-1.86849, 3.06206, 6.26234], [0.29671, 2.42815, 7.33393], [2.01415, 1.13939, 6.06283], [1.55286, 0.46705, 3.71565]], "forces_ev_per_angstrom": [[0.585, -1.481, 1.163], [-1.277, -0.821, 1.568], [0.386, 3.800, 1.353], [0.792, -0.876, 0.225], [0.195, 0.260, -2.189], [-1.118, 0.066, 0.294], [0.406, 0.358, -0.573], [-0.351, -0.192, 0.798], [-0.461, 0.431, -1.020], [0.032, 0.306, 0.189], [0.205, -0.148, -0.342], [0.710, 0.019, 0.234], [-0.205, -0.109, -0.121], [0.063, 0.059, -0.188], [-0.087, -0.100, -0.019], [-0.185, -0.049, 0.015], [0.424, -1.421, 0.189], [0.138, 0.050, 0.529], [-0.763, -0.352, -0.225], [0.907, 0.316, -0.716], [-0.078, -1.009, 0.222], [-1.157, 0.056, -0.276], [0.654, 1.047, 0.476], [0.312, 0.010, 0.282], [0.586, -0.602, -0.371], [0.010, -0.058, 0.110], [-0.024, 0.054, -0.101], [0.064, 0.059, 0.065], [0.103, 0.037, 0.169], [0.019, 0.067, -0.008], [-0.052, -0.017, -0.030], [0.013, -0.083, -0.073], [-0.143, 0.314, -0.092], [0.032, -0.011, -0.083], [0.063, -0.059, -0.148], [-0.037, 0.020, 0.005], [-0.188, -0.187, 0.067], [-0.068, -0.020, -0.052], [0.082, -0.062, -0.082], [-0.008, 0.035, -0.028], [-0.684, -0.390, -5.129], [0.238, 0.873, 4.197], [-0.112, -0.094, 0.335], [0.159, 0.005, -0.328], [0.421, 0.100, 0.433], [-0.181, -0.047, -0.494], [0.058, 0.205, 1.024], [-0.091, -0.369, -0.908], [0.125, -0.059, 0.095], [0.396, -0.312, -0.296], [-0.003, -0.047, -0.090], [-0.614, 0.159, -0.334], [-0.294, 0.265, 0.277]]}

{"formula": "C19H28NO2P2V", "method": "ωB97M-V/def2-TZVPD", "homo_ev": [-9.827, -9.823], "spin_multiplicity": 4, "molar_mass_g_mol": 415.330, "e_tot_ev": -69997.994, "s_squared": 3.79, "charge": 1, "symbols": ["V", "P", "C", "C", "N", "C", "C", "C", "C", "C", "P", "H", "H", "H", "H", "H", "H", "H", "H", "O", "H", "H", "O", "H", "C", "H", "H", "H", "C", "H", "H", "H", "C", "H", "H", "H", "C", "H", "H", "H", "C", "C", "C", "C", "C", "C", "C", "C", "H", "H", "H", "H", "H"], "xyz": [[0.06039, 0.09527, -0.20847], [-2.21874, -0.00297, -0.64741], [-2.04050, 0.48991, -2.36185], [-0.85330, 1.11606, -2.81425], [0.25896, 1.02271, -1.97932], [1.49939, 1.22500, -2.46039], [1.68546, 1.86322, -3.68266], [0.57802, 2.11583, -4.50115], [-0.67536, 1.71220, -4.08817], [2.65071, 0.71964, -1.62035], [2.29384, -0.78732, -0.61763], [-1.54805, 1.81613, -4.73258], [2.69809, 2.10365, -3.98895], [0.72047, 2.61270, -5.46102], [3.50106, 0.46090, -2.26549], [2.99609, 1.50960, -0.93297], [-2.02027, -1.43981, -3.71224], [-2.88592, 0.48289, -3.05083], [-1.01459, -3.31237, -2.59132], [-1.83375, -2.39273, -3.82915], [-2.23917, -2.62451, -4.68137], [0.80795, -1.41941, -0.33196], [-0.60553, -3.57522, -1.72726], [0.34687, -3.57114, -1.90995], [2.77669, -2.20010, -1.62490], [3.81580, -2.09310, -1.96949], [2.65978, -3.10007, -1.00205], [2.08626, -2.28435, -2.47720], [3.39896, -0.72693, 0.79911], [3.24949, -1.63676, 1.39388], [4.44587, -0.65467, 0.46614], [3.13355, 0.13169, 1.42765], [-3.01347, 1.35773, 0.25277], [-4.03251, 1.52380, -0.11247], [-3.01657, 1.12188, 1.32247], [-2.42666, 2.27181, 0.11522], [-3.29026, -1.45416, -0.52904], [-3.44263, -1.66621, 0.53747], [-4.26552, -1.29020, -1.00727], [-2.78418, -2.31875, -0.97502], [0.28474, 0.83234, 1.50348], [0.13667, 1.01089, 2.73861], [-0.08302, 1.04517, 4.12081], [-0.74858, -0.02623, 4.77982], [-0.77137, -0.08485, 6.16961], [-0.17318, 0.92914, 6.93656], [0.39430, 2.04205, 6.29475], [0.42907, 2.11080, 4.90382], [-1.20830, -0.81139, 4.17552], [-1.25293, -0.92884, 6.66302], [-0.16320, 0.86151, 8.02644], [0.82107, 2.85753, 6.88074], [0.87803, 2.96003, 4.38627]], "forces_ev_per_angstrom": [[-0.401, -0.596, -1.134], [-0.883, 0.542, -1.289], [0.285, 0.410, -0.460], [-0.760, -1.236, 1.102], [-0.006, -0.786, 0.138], [0.135, 0.991, -1.492], [1.080, -0.850, 1.231], [-1.232, 0.012, 0.192], [0.453, 0.483, -0.801], [0.292, 0.588, -0.100], [0.708, 0.643, -0.041], [0.265, 0.047, 0.167], [-0.157, -0.093, -0.140], [-0.108, -0.197, 0.227], [-0.113, 0.120, 0.040], [-0.144, -0.356, 0.028], [0.238, -0.367, 0.250], [-0.045, 0.257, 0.285], [0.206, -0.112, 0.691], [-0.446, 0.466, -0.739], [0.218, -0.044, 0.412], [0.592, -0.435, -0.066], [0.365, 0.384, -0.545], [-0.482, -0.233, 0.053], [-0.306, -0.241, 0.012], [-0.375, -0.078, 0.117], [0.188, 0.175, -0.235], [0.322, 0.092, 0.111], [0.009, -0.138, 0.355], [0.159, 0.165, -0.105], [-0.325, -0.093, 0.071], [0.049, -0.165, -0.208], [-0.347, 0.035, 0.191], [0.124, 0.015, 0.128], [-0.119, 0.065, -0.128], [-0.075, -0.182, -0.046], [-0.103, -0.197, 0.215], [-0.068, 0.018, -0.234], [0.282, 0.003, 0.103], [-0.122, 0.240, 0.034], [0.414, 1.173, 4.100], [0.041, -0.726, -3.424], [-0.169, 0.187, 1.993], [0.423, 0.365, -0.283], [0.128, 0.323, 0.070], [-0.048, 0.112, -0.477], [-0.189, -0.243, 0.004], [-0.036, -0.501, -0.205], [0.204, 0.195, 0.231], [0.124, 0.228, -0.122], [-0.043, 0.033, -0.377], [-0.139, -0.267, -0.148], [-0.060, -0.231, 0.252]]}

{"formula": "C19H28NO4Sr", "method": "ωB97M-V/def2-TZVPD", "homo_ev": [-13.263, -13.265], "spin_multiplicity": 2, "molar_mass_g_mol": 422.056, "e_tot_ev": -30652.641, "s_squared": 0.75, "charge": 2, "symbols": ["C", "C", "C", "C", "C", "C", "C", "C", "O", "O", "C", "O", "C", "C", "C", "C", "C", "C", "C", "C", "C", "C", "N", "O", "H", "H", "H", "H", "H", "H", "H", "H", "H", "H", "H", "H", "H", "H", "H", "H", "H", "H", "H", "H", "H", "H", "H", "H", "H", "H", "H", "H", "Sr"], "xyz": [[0.70033, 2.60695, 0.27938], [1.06615, 1.68742, -0.91466], [1.51154, 2.68949, -2.03167], [-0.19989, 0.92481, -1.39680], [-0.33827, -0.52181, -0.77899], [-1.61839, -1.10655, -1.45348], [-2.90507, -0.60725, -0.75718], [-4.05176, -0.26427, -1.76487], [-4.62512, 0.99396, -1.43294], [-0.47254, -0.28578, 0.61777], [-0.56820, -1.40235, 1.39281], [-0.65932, -2.53889, 0.98405], [-0.60614, -1.11799, 2.87166], [-1.52023, -0.17213, 3.28648], [-1.61744, 0.13931, 4.62215], [-0.78816, -0.50539, 5.51437], [0.09164, -1.46605, 5.09310], [0.19741, -1.78956, 3.75642], [0.93728, -1.30730, -1.19870], [2.25155, -0.46745, -1.25535], [3.36422, -1.30858, -0.56498], [2.73787, -0.33640, -2.72102], [2.17645, 0.80589, -0.50351], [2.24365, 0.63865, 0.76379], [1.59894, 3.15721, 0.57403], [0.23187, 2.05613, 1.09226], [-0.02940, 3.35851, -0.05395], [1.31219, 2.28846, -3.04224], [0.88645, 3.58666, -1.92778], [2.57573, 3.01419, -1.84712], [-1.05879, 1.47711, -0.99827], [-0.29204, 0.82881, -2.48848], [-1.55193, -2.19358, -1.34923], [-1.59246, -0.82219, -2.51074], [-2.73276, 0.30267, -0.17076], [-3.25756, -1.37504, -0.06132], [-4.82054, -1.04096, -1.66157], [-3.67981, -0.26821, -2.79161], [-4.75220, 1.01508, -0.47887], [-2.16149, 0.34511, 2.57672], [-2.31450, 0.89712, 4.96399], [-0.82195, -0.25774, 6.57110], [0.73659, -1.98157, 5.79748], [0.89510, -2.53144, 3.38156], [0.73759, -1.65074, -2.22393], [1.11611, -2.20796, -0.61145], [4.29460, -0.73664, -0.50658], [3.54370, -2.17850, -1.21005], [3.03990, -1.68037, 0.40460], [2.71530, -1.34849, -3.13666], [2.05985, 0.26426, -3.37938], [3.79356, -0.02720, -2.77287], [2.22040, 2.42058, -4.54668]], "forces_ev_per_angstrom": [[-0.016, 0.312, -0.566], [-0.817, 1.239, -0.021], [0.107, 0.268, 1.083], [0.094, -0.625, 1.313], [0.249, 0.930, -1.912], [0.314, -0.256, 1.415], [-0.283, -0.099, -0.888], [0.031, -0.564, 1.435], [0.286, 0.117, -0.532], [0.275, -0.696, -0.058], [-0.218, -1.408, 1.470], [0.383, 1.054, -0.614], [-0.353, 0.662, -1.818], [-0.393, 0.672, -0.033], [-0.257, 0.363, 0.166], [-0.219, 0.332, 0.999], [0.909, -0.784, 0.133], [0.253, -0.333, -0.189], [-0.410, 0.525, -0.289], [1.070, -1.238, 0.426], [-0.150, -0.069, -0.881], [0.150, -0.007, 0.321], [-1.096, -0.573, -0.344], [0.498, 0.212, -0.056], [-0.183, -0.225, 0.434], [0.424, -0.025, 0.029], [0.076, -0.241, -0.070], [-1.658, -0.314, 3.584], [0.065, -0.130, -0.275], [-0.544, -0.399, -0.582], [0.007, 0.028, -0.509], [0.148, 0.066, 0.125], [-0.111, 0.127, -0.331], [-0.053, -0.171, 0.114], [0.174, -0.125, -0.127], [0.132, 0.154, -0.018], [0.090, 0.067, -0.368], [-0.212, 0.375, 0.065], [-0.193, -0.019, -0.072], [0.143, -0.141, -0.019], [0.036, -0.128, -0.021], [-0.083, -0.009, -0.124], [-0.127, 0.131, 0.042], [-0.068, 0.012, 0.197], [-0.106, -0.047, 0.232], [-0.298, 0.187, 0.105], [-0.127, -0.102, 0.256], [0.041, 0.050, 0.212], [0.146, 0.269, -0.018], [-0.081, 0.256, -0.159], [-0.031, -0.157, 0.173], [-0.279, 0.338, -0.047], [2.265, 0.140, -3.387]]}